{"formula": "C14H22AlN7OS", "method": "ωB97M-V/def2-TZVPD", "elements": ["H", "N", "N", "H", "N", "H", "C", "H", "H", "H", "H", "H", "C", "C", "H", "H", "H", "C", "H", "S", "C", "H", "C", "H", "C", "H", "C", "N", "C", "H", "H", "H", "C", "H", "H", "H", "C", "C", "H", "N", "N", "C", "C", "N", "Al", "O"], "coordinates": [[3.70026, 1.71346, 4.06190], [0.16662, 1.19389, -1.17788], [-1.60290, 0.91674, 0.80808], [-1.37720, -0.80566, 2.27784], [-0.90955, -1.54775, 1.75290], [0.64451, -1.49672, -2.69902], [-0.68127, 2.21208, -3.18690], [-1.44609, -3.49782, 1.18902], [-1.93163, -0.97565, -1.55453], [3.27495, -0.74021, 3.80071], [-3.21165, -1.22533, 0.20180], [1.33193, 3.54883, 0.69426], [1.58697, 1.69855, 1.40673], [-0.38525, 1.12269, -2.40467], [-0.66282, -3.47560, -0.79729], [-1.13135, 2.08041, -4.15705], [1.29460, -3.03366, -2.12494], [0.66151, -2.18449, -1.85521], [-0.30077, -2.00141, 2.43006], [-2.83707, 1.46534, 0.14015], [-0.74429, -2.65954, -1.51638], [0.43878, 4.54800, -1.03794], [-1.92556, -2.52909, 1.32669], [1.68803, -1.48330, 2.07172], [-2.53268, -2.05336, 0.01237], [2.63113, 3.26445, 2.45071], [-0.41125, 3.48307, -2.68402], [1.28207, 0.39663, 1.33576], [0.19113, 3.58103, -1.44971], [-1.25659, -3.03896, -2.40402], [1.43927, -2.17032, 0.01975], [-0.60527, 0.13262, -2.76777], [3.04510, 1.34395, 3.28923], [2.00204, -0.96016, -0.90350], [-3.09950, -2.85282, -0.46867], [-0.65537, 4.36578, -3.25406], [2.79359, -0.02456, 3.15657], [0.47588, 2.41726, -0.71860], [-2.71232, -2.64821, 2.07462], [1.08763, 2.58465, 0.49821], [1.15430, -1.47363, -0.66691], [1.90909, -0.43392, 2.19466], [2.44219, 2.20287, 2.40453], [-1.46273, -1.56162, -0.86137], [-0.28597, -0.20867, 0.23405], [-3.07252, 0.81014, -1.14186]], "atomic_forces_ev_per_a": [[0.087, 0.064, 0.039], [0.106, 0.231, 0.413], [-1.632, 1.414, 0.575], [-0.011, -0.090, 0.135], [0.165, 0.266, 0.482], [0.113, 0.000, 0.029], [0.067, -0.170, 0.060], [0.058, 0.026, 0.134], [-0.021, -0.047, -0.005], [0.000, -0.141, 0.050], [-0.061, -0.085, -0.084], [-0.106, -0.214, -0.011], [0.422, -0.128, 0.444], [-0.145, 0.232, -0.575], [-0.061, -0.093, -0.083], [-0.037, -0.076, -0.058], [-0.033, 0.141, -0.008], [-0.340, -0.340, -0.266], [0.041, 0.138, -0.091], [1.703, -1.120, 0.403], [0.555, -0.169, -0.115], [0.039, 0.053, 0.077], [-0.375, -0.234, -0.401], [0.024, -0.067, 0.086], [-0.337, -0.101, 0.497], [0.014, 0.101, -0.012], [0.183, -0.307, 0.234], [-0.363, 0.571, -0.079], [-0.022, -0.163, -0.016], [-0.064, 0.063, 0.146], [0.119, 0.004, -0.075], [-0.073, -0.038, -0.039], [-0.336, 0.046, -0.333], [-0.073, 0.014, 0.118], [-0.013, 0.024, 0.053], [0.002, 0.100, -0.018], [-0.144, -0.129, -0.122], [-0.158, 0.327, -0.666], [0.124, -0.052, -0.050], [-0.013, 0.612, 0.218], [0.391, 0.001, 0.240], [0.434, -0.183, 0.359], [0.032, -0.104, -0.003], [-0.419, 0.677, -0.459], [0.948, -1.391, -0.712], [-0.786, 0.337, -0.512]], "total_charge": 2, "multiplicity": 1, "molar_mass_g_mol": 363.427, "homo_lumo_gap_ev": 8.6}

***

{"formula": "C14H22Cl33O2PS2Si", "method": "ωB97M-V/def2-TZVPD", "elements": ["C", "H", "C", "H", "C", "Cl", "H", "C", "H", "C", "Cl", "Cl", "Cl", "Cl", "C", "Cl", "Cl", "Cl", "Cl", "H", "Cl", "Cl", "H", "S", "Cl", "Cl", "Cl", "Cl", "H", "H", "Cl", "H", "Cl", "C", "H", "C", "C", "H", "H", "Cl", "H", "Cl", "Cl", "P", "H", "Cl", "Cl", "Cl", "Cl", "Cl", "C", "Si", "Cl", "Cl", "Cl", "Cl", "Cl", "H", "S", "H", "H", "C", "H", "H", "Cl", "Cl", "Cl", "C", "O", "O", "H", "C", "H", "H", "C"], "coordinates": [[7.45391, -1.94969, -4.82363], [-5.97252, 0.16454, 0.89799], [2.01827, -5.13309, -7.19737], [-3.24842, -1.22978, -1.37491], [-0.51430, 4.88006, 3.25974], [3.53919, -4.29054, -6.87106], [-1.09453, -2.11148, 8.56947], [-1.09349, -1.51187, -4.01789], [-5.09783, 7.03064, 4.51209], [9.16923, 2.28337, -1.98909], [1.15403, -1.95602, 7.93005], [1.23043, -5.59959, -5.68716], [-3.15197, 8.01605, 3.65123], [2.28217, 1.02922, -1.43061], [-6.07138, -1.89283, 1.64115], [0.09802, -0.14430, 3.74076], [-1.46226, 0.21414, -4.11376], [10.07085, 3.32698, -3.09278], [8.20580, 3.24100, -0.86078], [-1.32379, 5.54418, 3.51519], [4.51967, 3.11463, -1.20058], [8.28473, -0.90106, -3.67333], [-3.73876, -3.47931, 3.11488], [-7.37142, -3.37152, -0.30634], [2.22845, -2.11873, -3.52454], [-0.40918, -2.07903, -5.53886], [0.30365, 5.53209, 1.83536], [6.33045, -3.00642, -3.96219], [-0.35029, -1.65885, -3.24469], [-5.26979, -2.21283, -0.41494], [-0.35129, -4.33143, 8.66726], [4.03524, -1.80437, -4.98707], [-1.11790, -2.79120, 6.32478], [-4.04755, 6.98244, 4.77025], [0.08095, 1.49838, -2.07596], [0.83272, 2.04071, -1.51803], [-5.45046, -0.46934, 1.62739], [-5.63606, -0.03454, 2.62748], [2.41045, 2.68547, -2.13389], [2.68383, 4.99124, -2.45298], [-6.92011, -4.43299, -1.04981], [-3.51591, 5.30377, 4.61817], [-3.85787, 7.54899, 6.43190], [-2.38152, -2.17669, 1.88715], [-2.94061, -4.08038, 0.89673], [2.56425, -0.07471, -5.56620], [0.19322, 2.36479, 0.09364], [6.59715, -0.98015, -6.02846], [1.17828, 3.55004, -2.37186], [-2.55120, 0.74583, 4.56040], [-5.75974, -2.75738, 0.39307], [-3.56422, -0.36792, 1.33890], [0.59554, 4.80978, 4.63202], [4.37955, -0.19449, -3.31239], [10.26253, 1.18908, -1.13083], [0.94626, -4.12661, -8.17664], [-1.19197, 3.27860, 2.91643], [-1.05945, -0.64765, 5.71778], [-3.28035, 0.00892, -0.79290], [-5.84775, -2.42379, 2.57418], [2.24251, -6.03315, -7.75552], [-0.43885, -2.71731, 7.95646], [8.48598, 1.68163, -2.57568], [-5.18325, -3.63861, 0.68861], [-0.20795, 1.51002, 6.10702], [1.89470, 3.58523, -0.03483], [-2.54582, -2.41432, -3.57263], [-0.94236, 0.24842, 5.11055], [-2.47984, -3.29462, 0.61076], [-3.07588, -2.81242, 3.30089], [8.18299, -2.56238, -5.33842], [3.39124, -1.14017, -4.42610], [-7.16509, -1.75471, 1.65761], [-2.98587, 0.82022, 1.98167], [2.82254, 3.48783, -1.53428]], "atomic_forces_ev_per_a": [[-0.235, 0.222, 0.133], [0.202, -0.124, 0.105], [-0.097, 0.137, 0.134], [-0.086, 0.495, 0.706], [0.337, -0.135, -0.131], [-0.006, -0.030, -0.017], [0.012, -0.024, -0.025], [0.001, 0.128, -0.128], [0.036, -0.008, -0.003], [-0.040, 0.100, 0.068], [-0.116, 0.006, -0.006], [0.054, -0.007, -0.088], [-0.038, -0.051, 0.014], [-1.039, -2.188, 0.312], [-0.584, 0.547, -0.587], [-0.078, 0.034, 0.122], [0.072, 0.029, 0.026], [-0.046, -0.063, 0.029], [0.093, -0.092, -0.068], [-0.032, 0.019, -0.016], [2.137, 0.152, 0.570], [0.154, -0.096, -0.044], [-0.581, -0.096, 0.159], [0.525, -0.455, -0.058], [0.283, -0.155, 0.095], [-0.321, -0.092, -0.011], [-0.182, 0.108, 0.186], [0.093, -0.203, -0.113], [-0.064, 0.036, 0.028], [0.164, -0.004, 0.343], [-0.042, 0.098, -0.031], [-0.010, -0.027, 0.024], [-0.089, -0.471, 0.139], [0.121, 0.048, 0.096], [-0.094, -0.197, 0.168], [-3.201, -1.736, -0.351], [0.194, -0.237, 0.777], [-0.032, -0.013, -0.340], [5.309, -0.466, 0.247], [6.166, 5.363, -0.799], [-0.092, 0.682, 0.429], [-0.261, -0.007, 0.096], [-0.043, -0.033, -0.097], [2.140, -0.418, 0.573], [-0.334, -0.560, -0.140], [0.063, -0.038, 0.008], [-8.293, -5.754, 0.737], [0.056, -0.092, -0.091], [-17.414, -3.156, -5.252], [-0.023, -0.169, 0.379], [-0.571, -0.476, 0.098], [-1.850, -0.102, -1.373], [-0.094, 0.026, -0.068], [0.314, -0.128, -0.240], [-0.083, 0.030, -0.046], [0.066, -0.064, 0.016], [0.046, 0.323, 0.082], [0.043, 0.486, -0.275], [0.386, -0.289, -0.124], [0.179, 0.062, -0.266], [0.014, 0.039, 0.011], [0.170, -0.070, 0.020], [0.029, 0.043, -0.002], [0.048, 0.202, -0.300], [-0.086, -0.076, 0.027], [9.365, 5.736, 1.257], [0.066, -0.168, -0.143], [0.187, 0.090, 0.039], [-0.414, 0.919, 1.084], [0.371, 0.043, -1.373], [0.009, 0.023, 0.063], [-0.125, 0.273, 0.097], [0.266, -0.011, 0.161], [0.064, -0.093, -0.153], [6.862, 2.170, 3.104]], "multiplicity": 1, "molar_mass_g_mol": 1515.471, "homo_lumo_gap_ev": 7.8}